318
Properties=species:S:1:pos:R:3:lowdin_charge:R:1 method="wB97M-V/def2-TZVPD" lumo_ha=0.019 max_force_ev_per_a=2.600 gap_ha=0.3218 energy_ha=-5718.8017 homo_energy_ev=-8.3 relative_energy_ev=5.674
C 11.83 34.33 3.38 -0.122
C 0.72 45.52 -2.57 -0.218
C 14.21 37.18 0.49 -0.181
H 9.79 36.66 4.91 0.090
C 9.11 36.96 4.12 -0.048
C 4.92 38.51 -2.72 -0.185
O 0.38 37.43 2.58 -0.223
C 8.36 40.73 -6.40 -0.224
H 10.81 41.80 -3.83 0.098
H 8.20 40.40 -7.43 0.104
H 14.13 34.71 -0.33 0.081
H 10.15 41.30 -6.83 0.077
H 9.31 39.65 2.27 0.078
H 1.95 38.09 3.63 0.093
C 3.03 36.54 -7.36 -0.199
H 5.22 31.60 -0.20 0.094
C 0.88 37.94 3.81 -0.164
O 4.64 32.37 1.61 -0.168
H 4.53 34.48 1.77 0.111
O 7.45 35.85 -0.44 -0.218
H 15.15 37.68 0.74 0.119
H 3.76 39.92 -1.78 0.094
O 10.41 41.68 -8.99 -0.189
C -4.67 39.57 -1.90 -0.209
N 6.74 31.07 -4.15 0.039
H 7.83 34.26 2.98 0.104
C 4.12 40.80 5.33 -0.240
H 6.94 31.98 3.04 0.054
H 2.04 40.41 3.16 0.059
O 7.92 37.64 4.66 -0.195
H 9.93 41.47 -11.05 0.089
H 2.76 49.54 -3.74 0.122
O 3.90 38.22 -0.49 -0.187
H 12.36 33.76 2.62 0.072
C 4.52 36.81 -7.50 -0.396
H 0.57 40.33 2.20 0.070
H 11.82 36.95 -0.72 0.074
H 9.79 34.89 1.71 0.095
H 0.41 44.57 0.07 0.086
H 4.83 36.77 5.59 0.096
C 11.83 39.88 -3.74 -0.186
H 7.32 41.34 -4.61 0.116
O 12.23 33.25 -6.49 -0.188
H 6.16 46.48 -1.24 0.089
H 7.55 38.18 -2.93 0.111
H 4.41 40.87 6.38 0.128
H 8.78 31.25 -2.25 0.073
H -1.06 36.53 1.51 0.083
N 11.30 41.54 -1.81 -0.040
H -0.70 39.42 4.24 0.121
C 6.19 33.34 -3.15 -0.177
H 10.98 38.27 -0.03 0.055
H 6.16 39.27 4.82 0.101
H 8.46 31.98 3.88 0.066
N 2.59 46.97 -3.06 -0.033
H -6.20 37.97 -3.64 0.085
H 4.24 39.32 1.14 0.090
C 10.87 33.42 -6.14 -0.097
H -0.21 45.10 -2.97 0.119
H 5.43 37.24 -5.56 0.077
H 12.14 37.24 -2.93 0.075
H 5.07 36.53 -9.41 0.065
H 8.96 32.52 -3.43 0.058
H 12.52 41.93 -3.47 0.113
C 4.44 43.16 -3.12 -0.145
H 14.77 29.03 -10.57 0.083
H 6.47 31.01 7.49 0.081
C 4.03 33.57 2.10 -0.226
C -0.91 39.07 -1.76 -0.172
H 8.85 36.10 3.51 0.051
C 5.07 37.78 -6.43 -0.055
H 4.31 43.37 4.38 0.084
C 11.69 37.48 0.22 -0.033
H 7.08 35.84 4.98 0.089
H 4.77 40.72 -6.97 0.073
O 0.64 40.37 -4.12 -0.198
O 4.99 41.50 4.48 -0.189
H 6.49 40.12 -5.42 0.093
C 6.87 31.95 -3.00 -0.412
H 2.63 39.72 0.41 0.082
H 1.39 38.36 -3.89 0.083
H 9.31 43.49 -9.38 0.120
C 14.44 34.04 -7.14 -0.203
H 6.62 33.37 1.10 0.030
H 12.08 39.84 -4.80 0.114
H 11.28 36.92 1.06 0.069
H -0.63 40.10 -1.53 0.100
C 4.72 32.47 0.23 -0.136
H 0.67 41.48 3.57 0.075
H 5.08 42.43 -3.62 0.104
H 1.10 34.74 -6.93 0.083
C 11.61 41.38 -3.21 -0.179
H 7.56 39.32 1.94 0.080
C 4.20 39.35 5.03 -0.249
H 16.36 32.49 -8.17 0.119
H 9.53 41.86 0.30 0.124
O 4.79 33.11 -3.03 -0.214
H 5.85 31.30 -4.57 0.061
H -5.43 36.51 -3.09 0.085
O 13.96 36.00 1.29 -0.178
H 9.17 41.28 -1.99 0.130
H 0.28 40.64 5.77 0.072
C 1.26 39.15 -4.63 -0.068
H 12.36 33.97 4.26 0.088
O 12.93 39.21 -3.14 -0.241
C -3.17 39.79 -2.22 -0.214
C 8.98 36.59 -5.35 -0.086
H 5.18 33.39 -0.14 0.080
H 8.31 31.25 2.29 0.082
C 15.10 29.99 -10.97 -0.076
H 6.06 43.35 4.26 0.084
H 1.90 50.61 -6.10 0.083
H 2.60 37.55 -7.40 0.121
C 6.99 36.85 5.36 -0.231
C 8.42 39.94 1.70 -0.126
H 0.72 36.38 -6.36 0.076
C 7.09 37.79 -2.03 -0.237
H 1.73 45.45 -4.38 0.120
C 5.57 37.28 4.98 -0.191
C 7.14 36.59 0.74 -0.077
O 15.07 30.96 -9.90 -0.198
H 16.09 29.84 -11.38 0.086
H 10.74 36.47 -7.18 0.101
H 6.49 36.05 1.42 0.090
H 12.62 35.02 -7.48 0.107
H 0.82 37.19 4.59 0.122
H 1.49 43.30 -0.17 0.091
H 4.45 47.79 -3.65 0.114
H 6.54 30.13 -3.83 0.069
H 3.65 46.82 -4.89 0.117
C 2.98 48.89 -4.59 -0.192
H -2.96 39.46 -3.24 0.101
H 0.56 41.74 -2.79 0.115
H 10.76 34.08 -5.27 0.074
C 3.74 33.64 3.59 -0.192
H 2.27 39.27 -5.02 0.058
C 10.05 40.80 -1.55 -0.201
N 3.23 42.50 -2.60 -0.050
H 5.62 33.43 3.98 0.079
H 2.80 38.25 1.21 0.080
N -2.32 39.04 -1.29 -0.062
H 5.53 39.22 -3.27 0.112
C 4.74 34.17 5.67 -0.183
H 13.92 32.68 -8.64 0.103
N 0.74 39.77 5.55 0.025
H 8.20 40.90 2.16 0.083
H 13.01 38.42 1.68 0.139
H 5.31 37.03 3.95 0.109
H 3.42 32.65 3.90 0.119
C 9.12 42.92 -7.31 -0.167
C -5.30 37.59 -3.16 -0.108
C 1.49 46.23 -3.66 -0.206
H 16.28 33.98 -9.19 0.116
O 1.41 44.56 -1.79 -0.235
H 5.97 38.28 -6.79 0.045
C 1.15 35.97 -1.06 -0.094
H 4.95 42.34 -7.62 0.099
H 8.35 42.16 -9.08 0.106
C 9.79 33.89 2.16 -0.129
C 10.81 38.36 -8.06 -0.040
H 8.14 35.92 -2.32 0.109
H -2.56 38.06 -1.31 0.100
H 3.10 41.18 5.21 0.103
C 1.15 49.89 -5.80 -0.108
C 3.48 47.52 -4.07 -0.204
C 15.58 32.21 -10.19 -0.256
H 13.96 37.45 -3.10 0.092
O -5.03 38.19 -1.91 -0.182
C 0.75 43.89 -0.71 -0.077
O 4.64 45.22 -1.80 -0.220
H 0.80 46.95 -4.09 0.116
H 15.02 32.79 -10.92 0.124
H 5.60 34.67 6.13 0.088
C -0.90 36.88 2.53 -0.111
C 4.65 32.69 6.28 -0.223
H 14.40 36.93 -0.55 0.101
H 4.23 34.24 -4.55 0.080
H 4.13 38.08 -3.34 0.109
O 2.70 35.80 -6.19 -0.198
O 8.43 37.40 -6.36 -0.212
N 7.60 33.59 1.04 0.077
H 1.05 35.80 0.01 0.079
C 8.27 33.51 2.32 -0.415
C 10.21 36.97 -7.99 -0.474
H 3.80 49.25 -5.21 0.113
H 3.08 33.81 1.61 0.112
H 3.27 40.87 -3.87 0.096
C 4.00 34.18 -3.49 -0.091
O 1.80 48.69 -5.41 -0.223
C 4.44 39.14 -1.46 -0.219
H -0.79 35.99 3.14 0.085
H 4.11 43.93 -3.81 0.112
H 10.51 39.01 -7.25 0.058
H 10.37 32.45 -6.13 0.100
H 11.54 42.32 -10.78 0.089
H 9.79 43.70 -6.93 0.108
H 7.56 31.09 6.14 0.079
C 8.34 32.18 -2.60 -0.054
H 7.55 34.54 0.70 0.011
H 11.89 35.42 3.29 0.080
H 2.47 42.26 -4.56 0.128
C 10.79 41.63 -10.39 -0.089
C 14.58 34.87 0.66 -0.116
O 10.52 33.82 3.46 -0.196
C 1.35 41.08 -3.13 -0.234
H 0.53 50.20 -4.95 0.084
H 9.86 36.82 -9.80 0.070
H 10.42 34.04 -6.92 0.061
H 8.05 36.95 1.22 0.084
H 8.17 36.06 -7.93 0.120
H 3.35 38.95 5.59 0.107
C 9.76 40.86 -0.07 -0.207
C 8.01 32.11 2.90 -0.040
H 0.44 49.73 -6.61 0.082
H 10.16 39.73 -1.68 0.097
H 0.24 39.09 6.11 0.070
H -2.84 40.83 -2.20 0.118
N 4.95 34.15 4.23 -0.040
H 10.98 39.25 -3.50 0.092
O 8.61 40.05 0.32 -0.207
H 4.64 46.82 -0.52 0.091
H 14.23 33.94 1.10 0.072
H 5.22 39.77 -1.02 0.122
H 5.28 36.98 -1.58 0.090
H 5.20 43.24 -1.08 0.121
H 8.78 39.87 -5.87 0.102
C 1.29 35.48 -6.16 -0.081
H 3.68 32.43 -0.10 0.094
H -4.44 37.68 -3.82 0.080
C 9.32 42.58 -8.79 -0.222
C 0.08 38.16 -0.94 -0.171
H 7.11 32.61 7.01 0.087
H 15.66 34.80 0.53 0.088
H -1.75 37.43 2.91 0.090
H 11.25 40.65 -10.51 0.070
H 2.67 35.96 -8.22 0.121
H 10.00 36.94 -5.18 0.083
C 3.37 38.94 0.60 -0.104
H 3.73 32.14 6.06 0.110
H 9.65 37.63 3.46 0.066
O 6.23 42.01 -6.21 -0.194
H 6.62 37.53 0.54 0.076
C 7.05 41.03 -5.62 -0.206
C 8.70 36.98 -7.70 -0.176
N 4.96 37.34 -8.82 0.037
H -0.05 38.16 0.14 0.104
H 11.88 38.22 -7.92 0.086
H 12.84 37.62 -4.45 0.072
H 3.88 39.22 4.00 0.093
H 6.44 34.07 -2.38 0.103
C 5.50 41.47 -7.27 -0.104
H 14.31 30.29 -11.66 0.087
H 5.19 35.96 -7.36 0.126
C 12.99 38.14 0.63 -0.424
H 15.07 34.94 -7.13 0.123
H 10.64 38.91 -8.99 0.070
H 13.04 39.09 -1.14 0.038
H 0.65 38.85 -5.49 0.086
H -0.09 43.29 -1.07 0.080
H 3.87 34.75 5.95 0.111
N 5.78 37.37 -2.36 -0.041
H 10.18 33.22 1.39 0.121
H 13.03 35.00 -5.78 0.113
H 1.07 38.60 -1.11 0.084
O 0.19 36.88 -1.54 -0.203
H 4.39 38.61 -6.19 0.057
C 6.77 31.64 6.65 -0.062
H 6.21 41.02 -7.97 0.079
O 5.64 31.85 5.76 -0.204
C 5.21 42.85 4.72 -0.121
H 0.96 35.02 -5.23 0.084
H 16.59 32.07 -10.58 0.112
H 6.42 33.87 -4.07 0.121
C 13.05 34.40 -6.69 -0.225
N 5.46 38.71 5.29 -0.035
H 2.94 34.34 3.82 0.121
H 8.45 36.89 -4.45 0.068
H 12.09 41.25 -1.27 0.084
H -0.85 38.84 -2.83 0.106
C 7.94 36.64 -1.53 -0.171
H 5.86 37.79 -8.75 0.038
H 14.83 33.36 -6.38 0.119
H 8.20 37.64 -8.42 0.114
H 4.63 32.80 7.36 0.112
H 8.16 43.39 -7.11 0.113
N 14.46 33.53 -8.51 -0.057
H 7.12 38.62 -1.32 0.097
H 0.26 46.22 -1.87 0.120
H 4.35 35.10 -3.01 0.069
H 10.64 40.51 0.47 0.101
H 14.05 39.70 -0.13 0.084
H 1.47 40.38 -2.30 0.096
H 3.06 46.22 -2.57 0.061
H 6.19 44.08 -2.25 0.115
H 8.84 35.53 -5.58 0.092
C 0.39 39.41 4.17 -0.386
H 1.04 35.00 -1.54 0.083
C 0.95 40.49 3.20 -0.037
C 5.26 45.99 -0.86 -0.134
N 9.35 41.75 -6.42 -0.047
C 2.62 41.71 -3.63 -0.221
C 5.16 43.91 -1.94 -0.182
H 5.38 43.00 5.78 0.085
H 8.91 37.08 -1.28 0.110
H 6.40 31.41 -2.18 0.115
C 12.96 37.79 -3.38 -0.093
H -4.85 40.08 -0.96 0.117
H 2.55 43.14 -2.22 0.062
N 13.11 39.33 -0.16 0.053
H 2.93 34.10 -3.26 0.081
H 10.16 35.40 -9.20 0.070
N 10.54 36.34 -9.23 0.058
H 7.19 36.81 6.44 0.126
H 5.50 45.42 0.04 0.089
H 2.13 36.41 -1.29 0.075
H 8.44 32.94 -1.83 0.057
H -5.21 40.19 -2.61 0.113
C 15.77 33.06 -8.90 -0.216

160
Properties=species:S:1:pos:R:3:lowdin_charge:R:1 method="wB97M-V/def2-TZVPD" lumo_ha="-0.347 / -0.332" max_force_ev_per_a=3.147 gap_ha="0.1574 / 0.1726" charge=+3 multiplicity=3 energy_ha=-7576.0600 homo_energy_ev="-13.7 / -13.7"
C -1.13 0.59 2.39 -0.175
N -1.22 0.75 1.06 -0.077
C -2.32 5.02 -4.34 -0.034
C -8.52 2.86 5.15 -0.063
C 3.18 -2.62 -2.57 -0.245
C 2.83 1.38 -2.83 -0.356
C -7.78 2.93 3.99 0.006
H -1.33 -4.99 -4.01 0.099
C 4.26 1.28 -0.29 -0.117
H -0.50 4.31 0.20 0.107
C -1.74 2.73 -2.86 -0.094
H -0.67 3.61 1.82 0.111
P 1.78 -0.11 -2.61 1.082
C -0.46 -0.96 -5.93 -0.066
C 5.07 -2.99 0.92 -0.080
H -0.72 -1.85 -6.48 0.112
H 0.77 2.65 5.27 0.118
C 4.48 -3.31 -4.50 -0.030
H 5.62 2.56 -4.31 0.123
C -0.42 -2.86 5.23 -0.034
F 3.69 -4.61 -0.73 -0.317
H -3.10 -0.64 1.20 0.063
C 1.44 1.54 3.57 -0.133
H -2.20 -4.42 -0.58 0.080
N -4.63 1.59 4.95 0.178
C 0.32 -1.06 -4.79 -0.138
C -1.58 -1.79 -2.55 -0.881
C -1.90 -4.25 -3.44 -0.404
N -5.53 2.40 3.07 0.189
C -5.91 1.95 5.26 -0.174
H -4.16 2.39 1.04 0.127
C 4.12 3.79 -3.42 -0.043
C -6.67 1.88 6.42 -0.008
H -2.53 5.90 -4.93 0.123
C 0.71 0.09 -4.10 -0.338
Ge 2.67 -3.14 -0.68 1.032
H -1.64 -4.54 1.85 0.119
C 5.97 -1.29 2.34 -0.026
C 5.44 3.33 0.10 -0.033
H -3.72 -3.79 -4.51 0.095
C -2.30 1.44 0.63 -0.121
H 4.30 -4.45 -2.73 0.102
C -1.66 -2.53 4.69 -0.044
H -1.50 0.36 -7.27 0.120
O -0.32 1.49 -1.37 -0.290
H 4.14 0.36 -0.85 0.098
H -1.08 -6.92 1.75 0.124
Mo 0.27 -0.06 -0.43 1.314
C 4.00 -3.54 -3.22 -0.077
H -6.21 -2.97 -0.50 0.121
C -0.64 -2.27 2.53 -0.377
H -4.19 1.75 -4.64 0.135
H 0.66 2.24 -4.12 0.101
H -0.79 2.39 -6.07 0.120
C -2.79 2.72 -3.79 -0.261
C 3.75 -1.05 1.37 -0.410
P -0.67 -2.20 0.70 1.056
S -0.68 -3.26 -2.52 1.010
C 0.70 -2.90 4.43 -0.059
H 1.43 4.76 2.54 0.075
C -3.40 -1.51 0.65 -0.101
H -3.97 1.20 5.60 0.162
H -0.24 3.93 -1.93 0.089
H -2.75 -2.07 2.92 0.105
C 2.09 0.40 3.10 -0.349
H -8.60 2.31 7.22 0.114
C 0.53 -6.62 0.36 -0.029
C -2.73 -3.36 -4.34 -0.425
H 6.22 4.02 -0.16 0.121
C -5.17 -2.83 -0.29 -0.040
O 0.82 2.79 0.71 -0.178
C 4.69 2.58 -3.78 -0.052
C 1.32 -5.68 -0.28 -0.085
H -2.52 -4.77 -2.71 0.067
C 3.28 -1.26 -4.55 -0.125
C -0.89 0.28 -6.38 -0.036
H 5.13 -4.03 -4.97 0.123
C 4.64 3.57 1.21 -0.040
C 1.09 -4.32 -0.14 -0.297
H 6.98 -3.11 1.85 0.122
C 0.32 1.33 -4.58 -0.070
H 2.15 -6.03 -0.87 0.105
C 1.74 0.83 5.84 -0.036
H -8.19 3.32 3.07 0.117
H 4.71 0.39 2.65 0.118
H -2.54 -2.52 5.31 0.117
H 0.67 -2.03 -4.48 0.076
C -3.28 1.59 2.83 -0.096
H 1.62 3.12 0.27 0.056
H 1.62 0.99 6.90 0.119
H 4.55 0.46 -3.74 0.106
H -2.42 1.60 -0.43 0.104
C -0.80 -4.86 1.25 -0.101
C 4.80 -0.57 2.16 -0.106
C -2.90 -3.63 -0.34 -0.140
N -1.21 -0.68 -1.93 -0.222
H 4.60 4.72 -3.68 0.121
H 1.04 2.25 2.86 0.078
S -2.98 -1.72 -3.56 1.063
C -1.77 -2.26 3.34 -0.090
H -0.24 0.10 2.75 0.071
H -6.28 1.48 7.34 0.114
H 3.07 -1.42 3.71 0.104
N -1.88 0.37 -2.46 0.034
C 1.27 1.75 4.92 -0.048
C 4.11 -2.16 -5.18 -0.030
H 0.74 -7.67 0.24 0.122
C 2.30 2.60 -2.41 -0.138
C 0.05 3.94 1.07 -0.274
C -1.30 5.05 -3.39 -0.051
H 2.96 -0.38 -5.10 0.118
H 0.30 5.93 1.85 0.092
H 3.09 2.84 2.48 0.094
H 1.37 2.61 -1.86 0.053
H 5.20 -3.94 0.44 0.099
C -4.44 1.88 3.62 -0.276
C 3.89 -2.27 0.72 -0.232
C -6.46 2.47 4.04 -0.217
H -2.26 -3.18 -5.31 0.069
C 2.38 -0.32 5.39 -0.048
C -3.06 3.87 -4.53 0.004
C 0.92 5.06 1.63 -0.047
C -7.97 2.35 6.34 -0.052
H -9.54 3.21 5.16 0.113
C 6.09 -2.52 1.72 -0.029
C 3.44 1.52 0.81 -0.373
C 2.93 3.79 -2.71 -0.048
C -0.51 -6.21 1.18 -0.028
H 1.47 -2.64 2.44 0.094
C -2.45 -2.47 0.29 -0.349
H 1.68 5.37 0.90 0.083
H -4.57 -4.73 -1.08 0.121
H -1.93 0.77 4.33 0.123
C 2.83 -1.46 -3.24 -0.401
C -4.74 -1.68 0.35 -0.035
P 2.34 0.13 1.29 1.074
C -1.03 3.92 -2.66 -0.026
H -5.44 -0.92 0.63 0.120
C 5.26 2.17 -0.63 -0.052
H 6.76 -0.90 2.95 0.124
C 3.65 2.67 1.57 -0.092
H 1.65 -3.20 4.84 0.121
H -3.86 3.86 -5.25 0.129
H 5.91 1.95 -1.46 0.115
C -2.10 0.98 3.29 0.029
C -1.31 1.51 -2.20 -0.452
H 4.47 -1.98 -6.18 0.124
H 2.50 4.73 -2.40 0.115
H -0.34 -3.10 6.28 0.120
H -0.74 5.96 -3.23 0.114
O -3.51 1.59 -3.97 0.065
C -0.49 1.42 -5.71 -0.041
C -0.03 -3.91 0.56 -0.439
C 4.06 1.38 -3.48 -0.085
H 4.80 4.45 1.81 0.120
C 0.60 -2.59 3.08 -0.112
H 2.76 -1.04 6.09 0.122
C -4.24 -3.81 -0.62 -0.050
C 2.55 -0.54 4.03 -0.111
C -3.31 1.87 1.45 0.027